Entry from OMol25: C2H4BrClN3 as an isolated structure (ωB97M-V/def2-TZVPD).

Results
LUMO energy: -5.3 eV
HOMO level: -15.2 eV
net charge: +1
orbital gap: 9.9 eV

Cartesian coordinates (Å):
C -1.507 1.485 0.554
C -0.669 -0.571 0.419
N -1.679 0.305 0.820
N 0.230 1.508 -0.094
N 0.287 0.227 -0.419
Cl -0.302 -0.178 -2.150
Br -2.285 3.115 0.535
H -0.297 -0.685 1.440
H -1.053 -1.408 -0.132
H 0.648 2.289 -0.689
H 1.231 -0.245 -0.607

Entry from OMol25: C2H4BrFO as an isolated structure (ωB97M-V/def2-TZVPD).

Results
LUMO energy (spin up / spin down): 0.3 / -0.5 eV
HOMO level (spin up / spin down): -8.8 / -7.1 eV
net charge: 0
orbital gap (spin up / spin down): 9.1 / 6.5 eV

Cartesian coordinates (Å):
C 1.608 0.713 -0.135
C -2.433 -0.461 -0.248
O 1.888 0.109 0.992
F -2.153 -1.721 -0.773
Br -0.898 0.616 -0.248
H 1.507 0.204 -1.054
H 1.683 1.792 -0.204
H -2.822 -0.462 0.795
H 1.620 -0.790 0.875

Entry from OMol25: a 4-piece molecular cluster, C2H4BrNO overall (ωB97M-V/def2-TZVPD).

Results
LUMO energy: 0.3 eV
HOMO level: -10.3 eV
net charge: 0
orbital gap: 10.7 eV

Cartesian coordinates (Å):
C -1.666 0.096 -0.196
C 0.502 -1.375 0.122
N -1.043 1.049 -0.346
O -0.375 -2.185 0.223
Br -2.861 -1.208 -0.044
H 1.446 3.043 0.120
H 0.938 -1.205 -0.833
H 0.882 -0.803 1.057
H 2.178 2.588 -0.103

Entry from OMol25: a single C2H4Cl2 molecule (ωB97M-V/def2-TZVPD).

Results
LUMO energy: 0.9 eV
HOMO level: -10.7 eV
net charge: 0
orbital gap: 11.7 eV
SMILES: ClCCCl

Cartesian coordinates (Å):
Cl 1.431 -1.106 -1.065
C -0.077 -0.170 -0.754
C -0.145 0.138 0.714
Cl 0.904 1.290 1.418
H -0.885 -0.738 -1.214
H -0.051 0.792 -1.266
H -0.063 -0.803 1.259
H -1.115 0.596 0.908

Entry from OMol25: C2H4Cl2FN as an isolated structure (ωB97M-V/def2-TZVPD).

Results
LUMO energy: -0.1 eV
HOMO level: -9.9 eV
net charge: 0
orbital gap: 9.8 eV

Cartesian coordinates (Å):
C -1.269 -0.375 0.175
C 1.589 -0.517 0.314
N -1.493 0.433 -0.666
F -2.590 1.751 -0.527
Cl 1.518 0.786 1.533
Cl 1.858 0.144 -1.289
H 0.556 -1.096 0.218
H -1.620 -0.442 1.095
H 2.410 -1.293 0.584
H -0.959 0.609 -1.437

Entry from OMol25: an isolated ion of composition C2H4Cl2N7O2 and charge +1 (ωB97M-V/def2-TZVPD).

Results
LUMO energy: -4.4 eV
HOMO level: -13.5 eV
net charge: +1
orbital gap: 9.1 eV
SMILES: NC(=O)OC(=[NH2+])N(/N=N/Cl)/N=N/Cl

Cartesian coordinates (Å):
N -2.666 -1.110 -0.036
C -1.847 -0.624 0.865
O -1.274 -0.808 1.836
O -1.298 0.678 0.027
C -0.133 1.036 0.049
N 0.285 2.261 -0.128
N 1.000 -0.137 -0.141
N 0.445 -1.338 -0.266
N 1.172 -2.344 -0.363
Cl 0.308 -3.778 -0.364
N 2.241 0.112 -0.164
N 2.676 1.266 -0.124
Cl 4.371 1.360 -0.089
H -3.458 -1.589 0.359
H -2.868 -0.694 -0.910
H 1.276 2.597 -0.210
H -0.229 3.110 -0.341

Max |F| (eV/A)
3.1 2.6 3.5 2.8 4.5 6.1